No. 1
Here is a structure of composition C3H4N2O from OMol25. Energies are from ωB97M-V with the def2-TZVPD basis set.

Structure (ORCA input):
```
! RIJCOSX wB97M-V def2-TZVPD def2/J DEFGRID3
* xyz 0 1
O 1.435 1.527 -0.486
C 0.469 0.633 -0.157
C 0.258 0.063 1.087
N -0.827 -0.870 0.692
N -1.301 -0.731 -0.585
C -0.499 0.183 -1.092
H 1.947 1.692 0.318
H 0.232 -1.324 0.900
H -1.473 -1.249 1.376
H -0.608 0.488 -2.126
*
```

The calculation puts the max |F| at 0.00786 hartree/bohr.

Here is what Löwdin gives for the atomic charges, in e: atom 1 (O): 0.03, atom 2 (C): -0.40, atom 3 (C): -0.02, atom 4 (N): -0.12, atom 5 (N): 0.04, atom 6 (C): -0.08, atom 7 (H): 0.11, atom 8 (H): 0.18, atom 9 (H): 0.15, atom 10 (H): 0.12

---

No. 2
Here is an isolated molecule of C3H4S2 from OMol25. Energies are from ωB97M-V with the def2-TZVPD basis set.

Structure (ORCA input):
```
! RIJCOSX wB97M-V def2-TZVPD def2/J DEFGRID3
* xyz 0 1
C 0.404 -0.314 0.613
S 0.174 1.287 -0.374
C -1.561 1.429 -0.424
C -2.384 0.448 -0.171
S -3.362 -0.776 0.252
H 0.573 -1.227 0.058
H -0.233 -0.192 1.379
H 1.472 -0.252 0.940
H -1.976 2.141 -1.162
*
```

The calculation puts the max |F| at 0.10671 hartree/bohr. Its SMILES is CSC=C=S.

Here is what Löwdin gives for the atomic charges, in e: atom 1 (C): -0.33, atom 2 (S): 0.81, atom 3 (C): -0.58, atom 4 (C): -0.73, atom 5 (S): 0.68, atom 6 (H): 0.04, atom 7 (H): -0.02, atom 8 (H): 0.04, atom 9 (H): 0.09

---

Ordered HOMO level results: -8.975 -7.893; unit eV.
Ordered relative energy (zero: lowest compared OMol25 entry of this formula, charge and spin) results: 111.4 39.7; unit kcal per mole.
Ordered lowest unoccupied orbital energy results: 0.978 -0.505; unit eV.